Record 1
This record from the Open Molecules 2025 dataset describes an isolated molecule of C4H7N3O. The level of theory is ωB97M-V/def2-TZVPD.

The SMILES is [H]/N=c1/cc(C)[nH]n1O. The LUMO energy is 0.46 eV. The calculation puts the orbital gap at 9.6 eV. For the HOMO energy, the calculation gives -9.106 eV. Its total energy is -10773.199 eV.

Last column: Löwdin charge in e.
Geometry (Å):
C (-2.29216, 0.05039, 0.22343)  -0.0678
C (-0.82365, -0.10888, -0.24700)  -0.4153
C (-0.18255, 0.98535, -0.13554)  -0.0371
C (1.28722, 0.72373, -0.24572)  -0.3553
H (-2.48045, 0.06671, 1.42455)  0.1183
H (-3.13416, -0.82645, -0.27472)  0.1496
H (-2.37723, 1.13955, -0.00628)  0.0505
H (-0.52617, 2.06308, -0.16271)  0.1439
H (3.02734, 0.42759, 0.04446)  0.0388
H (2.02408, -0.93375, 1.25908)  0.0695
H (-0.51438, -1.68008, -1.31334)  0.1926
N (2.44883, 1.25273, -0.10386)  0.1395
N (1.36519, -0.69249, -0.53821)  -0.0957
N (-0.06774, -1.31138, -0.32651)  0.0930
O (2.24584, -1.15610, 0.40238)  -0.0246

---

Record 2
This record from the Open Molecules 2025 dataset describes an isolated molecule of C8H5N5O. The level of theory is ωB97M-V/def2-TZVPD.

The SMILES is O=c1[nH]c2ccccc2n2nnnc12. The LUMO energy is -0.32 eV. The calculation puts the orbital gap at 9.0 eV. For the HOMO energy, the calculation gives -9.306 eV. Its total energy is -17873.949 eV.

Last column: Löwdin charge in e.
Geometry (Å):
O (-0.77230, 3.69906, -0.65230)  0.0792
N (-2.69072, 1.12082, 2.34421)  0.0225
N (-1.68867, 0.30122, 2.24792)  0.0558
N (-2.48614, 2.15016, 1.40547)  0.1090
C (-0.48885, 2.62370, -0.13747)  -0.3925
C (-1.34009, 1.91147, 0.82111)  -0.1929
C (2.77462, -0.93835, -0.00555)  -0.0639
C (1.93488, -1.66117, 0.85363)  -0.0759
C (2.38951, 0.36077, -0.41583)  -0.0112
C (0.68189, -1.17112, 1.25094)  0.0108
C (1.16769, 0.86520, 0.03192)  -0.1459
C (0.28315, 0.10948, 0.83177)  -0.1370
N (0.77404, 2.17904, -0.36361)  0.1617
N (-0.86553, 0.71082, 1.27594)  -0.0130
H (3.71007, -1.39919, -0.29042)  0.1033
H (2.25582, -2.62693, 1.12993)  0.0890
H (3.07669, 0.91830, -1.07127)  0.1208
H (0.00582, -1.76898, 1.85273)  0.1125
H (1.33249, 2.67006, -1.05476)  0.1676

---

Record 3
This record from the Open Molecules 2025 dataset describes a structure of composition C4H2Li2O2. The level of theory is ωB97M-V/def2-TZVPD.

As for the multiplicity: 2. The LUMO energy (spin up / spin down) is -3.79 / -4.07 eV. Its expectation value of S² is 0.7653. The calculation puts the orbital gap (spin up / spin down) at 6.7 / 7.5 eV. For the HOMO energy (spin up / spin down), the calculation gives -10.515 / -11.584 eV. As for the charge: +1. Its total energy is -8678.336 eV.

Last column: Löwdin charge in e.
Geometry (Å):
H (-2.73522, 0.88096, 0.36341)  0.1756
C (-1.66615, 0.25763, 0.07814)  -0.3433
C (-0.54328, 1.06229, -0.11055)  -0.0926
C (0.75011, 0.59403, 0.08592)  -0.0001
C (1.92896, 0.20457, 0.15169)  -0.2564
O (3.08802, -0.19196, 0.17043)  -0.1421
O (-1.76494, -0.97475, 0.07139)  -0.1905
Li (-2.62745, -2.47070, -0.47157)  0.8640
Li (4.30671, -1.48651, -0.05015)  0.8772
H (-0.73677, 2.12443, -0.28871)  0.1084

---

Energy relative to the best compared isomer or geometry (same formula, charge and spin) in eV, matching the order above: 6.549; 0.142; 0.000